one.
{
  "formula": "C4H9N2O2",
  "method": "ωB97M-V with the def2-TZVPD basis set",
  "elements": ["N", "H", "H", "N", "C", "O", "C", "H", "H", "H", "O", "H", "C", "H", "H", "C", "H"],
  "xyz": [[0.4124, -0.7389, 1.0531], [-1.4488, 0.7151, -0.0216], [2.1843, -0.0213, 0.5483], [-1.2799, 2.7326, -0.4732], [-0.7192, 1.3808, -0.5794], [0.2395, -1.5042, -1.1426], [1.2083, 0.4237, 0.8746], [-1.1649, 3.4233, -1.1971], [1.1920, 1.0247, 1.7942], [-1.1306, 1.0757, -1.5614], [-0.6159, -2.6391, 0.6083], [1.3549, 2.2326, -0.3481], [-0.0666, -1.6889, 0.0212], [-0.9538, 3.1832, 0.3844], [1.2765, 0.8526, -1.2094], [0.7709, 1.2855, -0.3344], [0.4502, -1.1974, 1.9545]],
  "homo_lumo_gap_ev": [9.83, 6.04],
  "spin_multiplicity": 2,
  "e_lumo_ev": [0.413, -3.333],
  "total_charge": 0
}

two.
{
  "formula": "C4H9N2O2",
  "method": "ωB97M-V with the def2-TZVPD basis set",
  "elements": ["C", "H", "C", "H", "N", "H", "O", "H", "N", "H", "H", "H", "O", "C", "C", "H", "H"],
  "xyz": [[-0.2628, -0.7081, -0.6193], [-1.2782, 1.0097, -1.4062], [0.1550, -0.6945, 0.8521], [2.6047, 1.8814, -0.9695], [1.9465, 1.1275, -0.9130], [-1.3207, -0.9284, -0.7510], [-1.2391, -1.1347, 2.9367], [1.9315, 0.3719, -0.2517], [-0.3653, 0.6814, -1.1462], [0.1435, 0.3536, 1.1192], [0.8427, -1.4108, 1.2750], [0.4358, -1.2372, -1.2641], [0.5907, 2.6921, -1.7087], [-1.3581, -1.0848, 1.6466], [0.6619, 1.5501, -1.2726], [-1.4558, -2.1223, 1.2785], [-2.0323, -0.3467, 1.1944]],
  "homo_lumo_gap_ev": [10.43, 7.84],
  "spin_multiplicity": 2,
  "e_lumo_ev": [0.679, -1.952],
  "total_charge": 0
}

Most stable structure, least stable structure: two, one.

one.
{
  "formula": "CHN3O3",
  "method": "ωB97M-V with the def2-TZVPD basis set",
  "elements": ["O", "N", "O", "O", "C", "N", "N", "H"],
  "xyz": [[0.4746, -2.0785, 0.2477], [0.2126, 0.0508, 0.1094], [-1.5362, -1.1760, 0.3361], [1.5295, 0.2415, -0.2586], [-0.7207, 1.2239, 0.2260], [-0.2822, -1.2026, 0.2542], [-1.2761, 2.1919, 0.2647], [1.5984, 0.7490, -1.1797]],
  "homo_lumo_gap_ev": 11.11,
  "smiles": "N#CN(O)[N+](=O)[O-]",
  "e_lumo_ev": -0.168,
  "total_charge": 0
}

two.
{
  "formula": "CHN3O3",
  "method": "ωB97M-V with the def2-TZVPD basis set",
  "elements": ["N", "O", "O", "O", "N", "H", "N", "C"],
  "xyz": [[0.9690, -0.2816, -0.2125], [-0.1029, 1.5884, -0.0361], [2.0761, 1.3751, 0.2442], [-2.6621, -0.0536, 0.1044], [-1.1381, -1.8572, 0.0661], [1.8325, -0.7902, -0.3096], [0.8875, 0.9333, 0.0072], [-1.8620, -0.9142, 0.1363]],
  "homo_lumo_gap_ev": [7.86, 7.85],
  "e_lumo_ev": [-3.604, -3.334],
  "total_charge": 0
}

Most stable structure, least stable structure: one, two.

one.
{
  "formula": "C18H7Cl4CoF3IN3O3S",
  "method": "ωB97M-V with the def2-TZVPD basis set",
  "elements": ["Co", "C", "H", "C", "C", "C", "N", "H", "C", "N", "S", "O", "H", "C", "C", "Cl", "F", "C", "C", "O", "I", "C", "H", "C", "Cl", "C", "H", "C", "Cl", "C", "H", "C", "C", "C", "F", "H", "F", "O", "N", "Cl", "C"],
  "xyz": [[-0.6541, 0.7587, 0.2325], [0.5673, 1.1913, 5.1919], [-2.4436, -1.1824, -4.9553], [-3.3331, 2.0695, 0.7033], [-2.4080, -1.7889, -2.8954], [-0.0113, -0.0712, 5.2632], [-1.2436, -0.3333, -1.4389], [-2.1276, -2.0509, -0.7684], [-0.9546, 0.5296, -2.4376], [-2.3625, 1.5083, 0.3298], [-0.0351, 1.8624, -1.8948], [0.2232, 1.8217, 1.6152], [4.1676, -0.8086, 1.7240], [-1.3957, 0.2265, -3.7415], [-0.4928, -0.6784, 4.1016], [-1.2028, -2.2553, 4.1518], [-2.2770, 1.3404, -5.6142], [-1.1218, 1.0534, -4.9597], [3.0409, -1.4379, -1.3760], [-0.8061, -0.5765, 1.7399], [3.5592, -2.2849, -3.2269], [1.7736, -0.9075, -1.2167], [1.0761, -0.9195, -2.0389], [0.6587, 1.8440, 3.9594], [1.1676, 1.9480, 6.6229], [3.5114, -0.8517, 0.8660], [1.8679, 0.1024, 1.8700], [3.9397, -1.4160, -0.3241], [-0.1222, -0.8882, 6.7805], [-1.9489, -1.4339, -1.6413], [4.9366, -1.8218, -0.4264], [0.1591, 1.2635, 2.7929], [2.2250, -0.3433, 0.9512], [-2.1159, -0.9393, -3.9522], [-0.4960, 2.2086, -4.7487], [-2.9723, -2.6969, -3.0448], [-0.3643, 0.3471, -5.8460], [-4.3383, 2.6198, 1.0266], [1.3713, -0.3681, -0.0692], [1.3989, 3.4026, 3.8354], [-0.4164, -0.0432, 2.8590]],
  "homo_lumo_gap_ev": [6.33, 6.33],
  "e_lumo_ev": [1.739, 1.739],
  "total_charge": -1
}

two.
{
  "formula": "C18H7Cl4CoF3IN3O3S",
  "method": "ωB97M-V with the def2-TZVPD basis set",
  "elements": ["C", "H", "C", "H", "C", "C", "H", "C", "C", "C", "C", "Cl", "C", "C", "C", "C", "Cl", "N", "H", "C", "Co", "O", "C", "H", "Cl", "F", "C", "C", "N", "S", "H", "C", "O", "F", "I", "O", "C", "F", "Cl", "N", "H"],
  "xyz": [[-1.4136, 4.4377, -0.1360], [2.8646, -1.7904, -3.7641], [-0.7645, -2.4186, -0.7563], [3.3831, 0.3961, -4.8569], [2.1716, 1.4816, -3.4467], [1.6224, -0.8891, -2.2729], [-2.5547, 1.4773, -1.2810], [0.6346, 5.0238, 1.0706], [-2.2878, 3.5609, -0.7636], [-0.2384, 3.9803, 0.4362], [-1.9355, 2.2272, -0.8032], [2.3231, -4.1271, 1.1029], [-1.6666, -0.4007, 2.6606], [2.7387, 0.3426, -3.9900], [2.4522, -0.8667, -3.3825], [0.2212, -5.0184, -0.4041], [-1.7439, -6.1467, -1.8913], [-1.0905, -0.0333, 1.7005], [-3.2102, 3.9043, -1.2074], [0.3812, -2.6349, 0.0239], [-0.0526, -0.0092, 0.1724], [0.9471, -1.5575, 0.5287], [-0.9220, -4.8102, -1.1581], [0.9146, 2.2698, -1.9014], [-2.8231, -3.1943, -2.2818], [1.0533, 5.9197, 0.1443], [1.3551, 1.3829, -2.3343], [0.0645, 2.6068, 0.3601], [-0.8003, 1.7939, -0.2767], [1.4180, 1.7305, 0.9378], [1.3860, -1.8181, -1.7833], [0.8741, -3.9213, 0.1762], [-2.2733, -0.7119, 3.6413], [1.7176, 4.5653, 1.6810], [2.5140, 3.3638, -4.2874], [-1.1334, -1.1687, -0.9109], [-1.4063, -3.5069, -1.3326], [-0.0592, 5.7444, 1.9786], [0.8419, -6.6193, -0.1763], [1.0837, 0.2150, -1.7565], [-1.6429, 5.4956, -0.0904]],
  "homo_lumo_gap_ev": 6.52,
  "e_lumo_ev": 1.790,
  "total_charge": -1
}

Most stable structure, least stable structure: two, one.

one.
{
  "formula": "C11H16N3",
  "method": "ωB97M-V with the def2-TZVPD basis set",
  "elements": ["H", "H", "N", "H", "H", "H", "H", "H", "C", "H", "H", "C", "C", "C", "C", "C", "C", "N", "H", "H", "N", "C", "C", "C", "H", "H", "H", "H", "H", "C"],
  "xyz": [[-0.2576, -1.4808, -3.6266], [2.2229, 2.9913, -0.2195], [-0.1819, -1.2729, 1.8761], [-2.8057, 2.1169, -1.0007], [-1.7242, -1.0459, 3.2324], [-2.3361, 3.5014, 0.1619], [2.1747, 3.2061, -2.0660], [-1.9743, -2.1974, 1.9711], [-1.5013, -1.2030, 2.1544], [-2.6651, 3.7289, -1.5323], [2.2034, -2.2594, 0.4544], [0.1339, -0.8774, -0.4607], [0.7758, -1.4482, 2.9012], [2.0392, -1.4394, 2.4297], [-2.2136, 3.0477, -0.8398], [1.7953, 2.6094, -1.1584], [-0.1985, -0.6663, -1.6867], [0.5567, -1.0748, 0.7412], [-2.0537, -0.5253, 1.4450], [-1.4217, -3.4171, -2.8740], [-1.2482, -2.7452, -2.2404], [0.3227, 2.6519, -1.0551], [-0.8798, 2.7215, -1.0498], [1.9413, -1.3140, 0.9395], [-0.1724, 0.3745, -2.0932], [2.6293, -0.4669, 0.5710], [2.0954, 1.5839, -1.2782], [0.3963, -1.7061, 3.8826], [2.8519, -1.6029, 3.0132], [-0.5046, -1.7905, -2.5923]],
  "homo_lumo_gap_ev": 8.18,
  "e_lumo_ev": -3.784,
  "total_charge": 1
}

two.
{
  "formula": "C11H16N3",
  "method": "ωB97M-V with the def2-TZVPD basis set",
  "elements": ["H", "H", "C", "C", "H", "H", "C", "H", "C", "H", "H", "C", "H", "H", "N", "H", "H", "H", "H", "N", "C", "C", "H", "C", "C", "C", "H", "H", "C", "N"],
  "xyz": [[0.4187, 1.4980, 0.5534], [0.1682, -0.5892, -3.5013], [0.5300, -1.1808, -2.5895], [-1.4384, 1.0688, -0.2374], [-1.8941, -1.5965, -2.1970], [-0.0127, -2.1106, -2.7361], [-1.0545, 0.1616, -1.2552], [-0.9920, 1.8875, 1.5328], [0.1958, -0.4775, -1.2308], [-3.1852, 2.0054, -1.1158], [-0.5940, 2.9953, 0.2914], [-2.1739, -0.5407, -2.0229], [3.5621, -1.1510, 0.7293], [-3.6724, 0.7422, -0.1088], [0.8191, -0.2659, 3.0371], [4.0814, -0.9477, 3.1145], [-2.9816, 2.1395, 0.8288], [-2.3257, -0.0575, -2.9410], [1.5260, -1.3698, -2.8055], [0.5691, -0.4655, 1.8207], [3.0813, -0.8326, 2.7482], [2.8046, -0.8617, 1.3876], [2.2819, -0.0360, 4.5050], [1.5076, -0.7027, 0.9213], [2.0462, -0.4694, 3.5214], [-0.5535, 1.9229, 0.5616], [-3.0857, -0.5385, -1.3228], [2.0563, -1.0510, -0.9173], [-2.8915, 1.4981, -0.1629], [1.2071, -0.6748, -0.4088]],
  "homo_lumo_gap_ev": 7.67,
  "smiles": "CC(C)=C(C)/C(C)=[NH+]\\c1cccnn1",
  "e_lumo_ev": -4.781,
  "total_charge": 1
}

Most stable structure, least stable structure: two, one.

one.
{
  "formula": "C4H9NO2",
  "method": "ωB97M-V with the def2-TZVPD basis set",
  "elements": ["C", "H", "O", "C", "H", "C", "H", "H", "H", "H", "O", "H", "N", "C", "H", "H"],
  "xyz": [[-0.1085, 0.4828, -0.6468], [1.8448, 1.0613, -0.4925], [-2.3085, -0.3404, -0.7134], [1.7650, -0.5542, 0.6531], [-0.2763, 0.9157, -1.6326], [-0.9797, -0.7853, -0.4778], [1.4445, -0.0997, 1.6077], [1.3715, -1.5660, 0.5937], [2.8520, -0.5577, 0.6494], [-2.9039, -1.0443, -0.4242], [-0.1789, 1.5651, 1.5272], [-0.7572, -1.5065, -1.2650], [1.2954, 0.1953, -0.5038], [-0.6467, 1.4341, 0.4508], [-1.5775, 1.9326, 0.1310], [-0.8359, -1.1326, 0.5431]],
  "homo_lumo_gap_ev": [11.01, 6.82],
  "spin_multiplicity": 2,
  "e_lumo_ev": [-4.156, -8.362],
  "total_charge": 1
}

two.
{
  "formula": "C4H9NO2",
  "method": "ωB97M-V with the def2-TZVPD basis set",
  "elements": ["H", "H", "C", "H", "O", "C", "H", "H", "C", "H", "H", "O", "H", "N", "H", "C"],
  "xyz": [[-2.7492, 0.3052, -0.9097], [-1.1086, -0.8308, 1.0794], [2.0653, 0.3606, 0.7773], [0.3759, 0.8740, 1.8078], [2.4730, -0.5038, -0.2087], [-1.8592, -0.1568, -1.3681], [1.7118, -0.9309, -0.5791], [-1.8033, -1.2160, -1.6565], [0.7657, -0.1204, 1.5269], [0.2375, 0.3925, -1.3282], [-1.7621, 0.3146, -2.3460], [2.6073, 1.3874, 0.9520], [-0.7434, 1.2314, -0.1251], [-0.2445, -0.6473, 0.5650], [0.6321, -0.7113, 2.4264], [-0.5981, 0.2515, -0.6133]],
  "homo_lumo_gap_ev": [11.92, 6.60],
  "spin_multiplicity": 2,
  "e_lumo_ev": [-3.738, -9.046],
  "total_charge": 1
}

Most stable structure, least stable structure: one, two.

one.
{
  "formula": "C2H16O6",
  "method": "ωB97M-V with the def2-TZVPD basis set",
  "elements": ["O", "O", "H", "O", "H", "H", "H", "C", "H", "H", "O", "C", "H", "H", "H", "O", "H", "H", "H", "H", "H", "H", "O", "H"],
  "xyz": [[-0.1662, 2.5460, -0.9038], [-1.2686, 0.3796, -2.1763], [-0.2460, 1.7718, -1.5201], [1.1724, 2.1349, 2.0081], [0.9908, 1.0941, -0.4681], [0.9002, 2.7904, 2.6760], [-1.9186, -0.8135, 2.5215], [-0.7316, -0.9476, -1.9612], [0.7654, -2.2401, 2.1273], [-0.3747, -0.8360, -0.9371], [1.7926, 0.6292, -0.1872], [-1.7398, -2.0534, -1.9650], [-1.2552, -2.8522, -1.3902], [1.8902, -2.5052, 1.1570], [0.3123, 3.2950, -1.2128], [1.7380, -2.3191, 2.0953], [-1.5678, 0.6056, -3.0621], [0.6338, 2.3296, 1.2293], [-0.6132, -0.0301, 2.3339], [2.2234, 1.2050, 0.4621], [-2.6675, -1.7522, -1.4889], [-1.9304, -2.4054, -2.9682], [-0.9739, -0.8537, 2.6706], [0.1492, -1.0878, -2.5913]],
  "homo_lumo_gap_ev": 10.90,
  "smiles": "CCO.O.O.O.O.O",
  "e_lumo_ev": 0.375,
  "total_charge": 0
}

two.
{
  "formula": "C2H16O6",
  "method": "ωB97M-V with the def2-TZVPD basis set",
  "elements": ["O", "H", "H", "O", "O", "O", "H", "H", "H", "H", "H", "H", "H", "O", "C", "H", "H", "H", "H", "C", "O", "H", "H", "H"],
  "xyz": [[-0.0457, 0.7937, -0.5323], [-0.2255, -0.5050, 0.4995], [1.4400, -1.2916, 2.1261], [-3.0840, -1.0132, 1.0102], [-2.3518, 1.1527, 0.0115], [-0.3509, -1.2180, 1.2098], [-2.7143, 2.0344, 0.1379], [2.8594, 0.2031, 0.8368], [2.1232, 0.0474, -1.9857], [1.3458, 0.2233, -3.5663], [-1.0570, -1.0436, -0.6626], [-3.9318, -1.3808, 0.7384], [-1.0242, -1.7666, 0.7280], [2.6294, 0.9622, 0.2370], [0.0374, 0.8821, -1.9853], [-1.1281, 0.8085, -0.2924], [2.7950, -1.3142, 2.8411], [-2.8725, -0.2378, 0.3720], [1.6547, 0.8677, 0.1402], [1.1580, -0.0338, -2.5143], [2.3934, -1.1927, 1.9745], [0.2284, 1.8816, -2.2442], [-0.9894, 0.6864, -2.3907], [0.8877, -1.1026, -2.4591]],
  "homo_lumo_gap_ev": 5.38,
  "e_lumo_ev": -4.683,
  "total_charge": 0
}

Most stable structure, least stable structure: one, two.